(1)
{"formula": "C38H66BrClNO8PS2", "method": "ωB97M-V/def2-TZVPD", "elements": ["O", "C", "Cl", "C", "P", "C", "C", "C", "Br", "C", "C", "C", "S", "C", "S", "N", "C", "C", "O", "C", "C", "C", "C", "C", "C", "C", "C", "C", "C", "C", "C", "O", "C", "O", "C", "C", "O", "H", "H", "H", "H", "H", "H", "H", "H", "H", "H", "H", "H", "H", "H", "H", "H", "H", "H", "H", "H", "H", "H", "H", "H", "H", "H", "H", "H", "H", "H", "H", "H", "H", "H", "H", "H", "H", "H", "H", "H", "H", "H", "C", "C", "C", "O", "C", "H", "H", "H", "H", "H", "H", "H", "H", "C", "C", "C", "O", "C", "H", "H", "H", "H", "H", "H", "H", "H", "C", "C", "C", "O", "C", "H", "H", "H", "H", "H", "H", "H", "H"], "positions_angstrom": [[8.02, -1.95, 2.81], [7.42, -1.18, 3.58], [8.48, -0.18, 4.74], [5.85, -0.97, 3.71], [4.85, -1.15, 2.08], [5.14, -3.03, 2.03], [3.80, -3.92, 2.06], [3.59, -4.83, 0.74], [1.76, -4.43, 0.00], [3.31, -0.57, 3.06], [2.60, 0.74, 2.44], [1.08, 0.34, 2.04], [0.37, 1.36, 0.66], [-0.76, 0.30, -0.34], [-0.09, -0.98, -1.21], [-2.23, 0.45, -0.44], [-2.93, 0.13, 0.85], [-3.74, 1.38, 1.47], [-4.69, 1.97, 0.55], [-4.26, 1.85, -0.84], [-2.65, 1.75, -1.02], [6.01, -0.02, 1.09], [6.26, 1.44, 1.81], [6.24, 2.65, 0.75], [7.57, 3.53, 0.71], [8.40, 4.01, 1.92], [9.67, 4.91, 1.75], [10.12, 5.32, 0.31], [9.35, 4.82, -0.95], [8.10, 3.94, -0.72], [3.74, -1.29, 0.51], [4.39, -2.05, -0.58], [4.11, -1.39, -1.85], [4.72, -2.05, -2.97], [4.25, -3.41, -3.12], [2.67, -3.52, -3.46], [2.43, -2.72, -4.65], [5.70, 0.06, 4.21], [5.45, -1.74, 4.47], [5.82, -3.37, 1.15], [5.74, -3.31, 2.98], [3.90, -4.66, 2.95], [2.83, -3.34, 2.21], [3.59, -5.94, 1.03], [4.36, -4.59, -0.07], [2.49, -1.39, 3.11], [3.54, -0.32, 4.16], [3.17, 1.23, 1.58], [2.49, 1.56, 3.25], [0.41, 0.51, 2.96], [0.98, -0.76, 1.71], [-2.24, -0.37, 1.61], [-3.74, -0.67, 0.58], [-2.97, 2.12, 1.88], [-4.36, 0.97, 2.36], [-4.61, 2.82, -1.36], [-4.83, 0.97, -1.30], [-2.18, 2.67, -0.55], [-2.49, 1.69, -2.16], [5.63, 0.25, 0.04], [7.06, -0.46, 0.92], [5.41, 1.60, 2.57], [7.23, 1.44, 2.43], [6.01, 2.33, -0.32], [5.39, 3.37, 1.07], [8.07, 3.72, 2.98], [10.26, 5.28, 2.66], [11.03, 6.00, 0.19], [9.65, 5.09, -2.02], [7.53, 3.58, -1.65], [2.70, -1.75, 0.72], [3.50, -0.26, 0.03], [2.97, -1.25, -1.97], [4.54, -0.31, -1.85], [4.78, -3.86, -4.04], [4.56, -4.08, -2.24], [2.45, -4.63, -3.65], [2.03, -3.07, -2.62], [1.47, -2.48, -4.61], [-6.30, -3.99, 0.20], [-5.63, -4.60, 1.41], [-4.19, -4.20, 1.21], [-4.20, -2.94, 0.51], [-5.53, -2.70, 0.03], [-7.37, -3.84, 0.32], [-6.14, -4.64, -0.68], [-6.03, -4.15, 2.32], [-5.76, -5.69, 1.48], [-3.65, -4.92, 0.59], [-3.65, -4.08, 2.15], [-5.97, -1.90, 0.64], [-5.49, -2.36, -1.01], [-8.35, -0.98, -4.76], [-8.34, 0.12, -3.73], [-7.81, -0.59, -2.50], [-6.93, -1.62, -2.98], [-7.11, -1.76, -4.39], [-8.34, -0.62, -5.79], [-9.24, -1.61, -4.62], [-7.65, 0.91, -4.03], [-9.32, 0.58, -3.56], [-8.61, -1.07, -1.94], [-7.26, 0.08, -1.83], [-6.22, -1.35, -4.88], [-7.18, -2.82, -4.65], [-6.69, 4.40, 0.21], [-7.14, 5.84, 0.26], [-7.78, 6.02, -1.11], [-8.32, 4.74, -1.48], [-7.81, 3.75, -0.58], [-6.55, 3.95, 1.19], [-5.75, 4.32, -0.34], [-7.89, 5.97, 1.04], [-6.33, 6.55, 0.44], [-7.04, 6.30, -1.86], [-8.58, 6.76, -1.10], [-8.64, 3.44, 0.08], [-7.48, 2.87, -1.14]], "lumo_energy_ev": -0.943, "orbital_gap_ev": 7.5, "homo_energy_ev": -8.41, "smiles": "O=C(Cl)CP(CCCBr)(CCCSC(=S)N1CCOCC1)(CCCc1ccccc1)COCOCCO.C1CCOC1.C1CCOC1.C1CCOC1", "energy_ev": -171857.3667}

(2)
{"formula": "C38H66IIrN2O4S6Si", "method": "ωB97M-V/def2-TZVPD", "elements": ["Ir", "S", "C", "S", "S", "I", "C", "C", "C", "C", "N", "C", "S", "N", "C", "C", "C", "C", "H", "H", "H", "H", "H", "H", "H", "H", "H", "H", "H", "H", "H", "H", "H", "H", "H", "H", "H", "H", "C", "C", "C", "C", "O", "Si", "S", "O", "C", "C", "C", "C", "O", "C", "C", "C", "C", "H", "H", "H", "H", "H", "H", "H", "H", "H", "H", "H", "H", "H", "H", "H", "H", "H", "H", "H", "H", "H", "H", "H", "H", "H", "H", "H", "C", "C", "C", "C", "H", "H", "H", "H", "H", "H", "H", "H", "H", "O", "S", "C", "C", "C", "C", "C", "C", "C", "C", "C", "C", "C", "C", "H", "H", "H", "H", "H", "H", "H", "H", "H", "H"], "positions_angstrom": [[-1.16, 0.09, -0.33], [-1.22, -0.94, 4.76], [-0.42, -0.65, 3.28], [-1.41, 0.32, 2.21], [0.72, -1.88, 2.76], [-3.34, 1.02, -1.46], [3.34, -2.29, -5.20], [3.92, -2.55, -3.81], [3.81, -1.32, -2.89], [2.41, -1.13, -2.31], [2.06, -2.26, -1.47], [0.81, -2.71, -1.25], [-0.52, -1.98, -2.01], [0.74, -3.83, -0.51], [-0.49, -4.53, -0.16], [-0.95, -5.53, -1.22], [-0.09, -6.79, -1.36], [1.24, -6.57, -2.08], [3.39, -3.20, -5.80], [3.91, -1.52, -5.71], [2.30, -1.98, -5.14], [4.97, -2.83, -3.90], [3.39, -3.39, -3.35], [4.09, -0.42, -3.44], [4.52, -1.43, -2.06], [1.66, -1.07, -3.10], [2.35, -0.20, -1.74], [2.79, -2.58, -0.85], [1.53, -4.02, 0.09], [-1.27, -3.80, 0.00], [-0.31, -5.04, 0.79], [-1.00, -5.01, -2.18], [-1.97, -5.82, -0.96], [-0.66, -7.54, -1.91], [0.11, -7.20, -0.36], [1.07, -6.11, -3.06], [1.76, -7.51, -2.24], [1.90, -5.91, -1.52], [2.71, 3.30, 2.43], [1.51, 4.18, 2.11], [1.74, 5.59, 2.67], [0.25, 3.57, 2.72], [1.41, 4.31, 0.70], [0.48, 3.64, -0.48], [0.74, 1.56, -0.64], [1.02, 4.33, -1.86], [2.29, 4.51, -2.47], [3.22, 3.31, -2.27], [2.93, 5.77, -1.87], [2.01, 4.71, -3.96], [-1.09, 4.02, -0.33], [-1.87, 5.21, -0.46], [-3.19, 4.79, -1.11], [-1.19, 6.28, -1.31], [-2.14, 5.77, 0.94], [2.87, 3.25, 3.51], [3.61, 3.70, 1.95], [2.53, 2.30, 2.05], [1.86, 5.55, 3.75], [0.89, 6.23, 2.43], [2.64, 6.02, 2.23], [0.38, 3.43, 3.79], [0.05, 2.59, 2.27], [-0.61, 4.20, 2.54], [3.44, 3.18, -1.20], [4.16, 3.47, -2.81], [2.74, 2.41, -2.63], [3.04, 5.64, -0.80], [2.28, 6.63, -2.05], [3.91, 5.96, -2.32], [1.52, 3.82, -4.35], [2.94, 4.88, -4.51], [1.35, 5.56, -4.10], [-2.99, 4.35, -2.09], [-3.85, 5.64, -1.22], [-3.68, 4.03, -0.50], [-0.97, 5.88, -2.30], [-0.25, 6.59, -0.84], [-1.85, 7.15, -1.40], [-2.61, 5.01, 1.57], [-2.80, 6.64, 0.87], [-1.20, 6.08, 1.40], [4.50, -0.48, 1.68], [3.46, -1.07, 2.65], [3.80, -2.53, 2.95], [2.07, -0.86, 2.04], [5.46, -0.34, 2.18], [4.17, 0.47, 1.28], [4.65, -1.16, 0.84], [3.50, -0.52, 3.60], [3.76, -3.13, 2.03], [3.10, -2.95, 3.66], [4.81, -2.60, 3.35], [1.74, 0.16, 2.18], [2.09, -1.06, 0.98], [-2.58, -1.87, 0.46], [-3.83, -1.32, 1.10], [-5.13, -2.25, 0.24], [-6.45, -2.19, 0.67], [-7.42, -2.88, -0.04], [-7.08, -3.62, -1.16], [-5.76, -3.67, -1.59], [-4.78, -2.98, -0.89], [-4.02, -2.21, 2.66], [-4.65, -1.55, 3.70], [-4.81, -2.19, 4.92], [-4.32, -3.47, 5.09], [-3.68, -4.13, 4.04], [-3.53, -3.50, 2.82], [-6.71, -1.61, 1.55], [-8.46, -2.83, 0.29], [-7.85, -4.14, -1.71], [-5.49, -4.24, -2.47], [-3.75, -2.98, -1.21], [-4.98, -0.52, 3.55], [-5.29, -1.67, 5.74], [-4.42, -3.96, 6.05], [-3.29, -5.13, 4.19], [-3.02, -3.98, 2.00]], "charge": -1, "lumo_energy_ev": [2.240, 0.922], "orbital_gap_ev": [5.4, 5.4], "homo_energy_ev": [-3.11, -4.48], "spin_multiplicity": 6, "energy_ev": -135482.1560}

(3)
{"formula": "C38H67F2IN2O13S5", "method": "ωB97M-V/def2-TZVPD", "elements": ["C", "C", "O", "N", "H", "H", "C", "H", "H", "H", "H", "H", "H", "C", "C", "O", "N", "H", "H", "C", "H", "H", "H", "H", "H", "H", "I", "O", "H", "F", "C", "C", "C", "C", "C", "C", "H", "H", "H", "H", "H", "F", "C", "C", "C", "C", "C", "C", "H", "H", "H", "H", "H", "C", "C", "C", "S", "O", "O", "C", "H", "H", "H", "H", "H", "H", "H", "H", "C", "C", "C", "S", "O", "O", "C", "H", "H", "H", "H", "H", "H", "H", "H", "C", "C", "C", "S", "O", "O", "C", "H", "H", "H", "H", "H", "H", "H", "H", "C", "C", "C", "S", "O", "O", "C", "H", "H", "H", "H", "H", "H", "H", "H", "C", "C", "C", "S", "O", "O", "C", "H", "H", "H", "H", "H", "H", "H", "H"], "positions_angstrom": [[29.96, 21.67, 26.72], [31.32, 22.14, 27.21], [32.32, 22.24, 26.59], [31.45, 22.04, 28.84], [31.39, 23.05, 29.08], [30.49, 21.60, 29.27], [32.72, 21.47, 29.21], [30.25, 20.70, 26.12], [29.66, 22.39, 26.09], [29.28, 21.13, 27.33], [32.91, 20.46, 28.99], [32.73, 21.35, 30.20], [33.48, 22.26, 28.82], [26.50, 19.91, 31.55], [27.14, 18.70, 30.81], [26.69, 17.63, 30.89], [28.29, 19.04, 29.85], [27.97, 19.31, 29.04], [28.86, 19.78, 30.13], [29.26, 17.88, 29.66], [25.84, 19.64, 32.45], [25.84, 20.28, 30.74], [27.13, 20.73, 31.75], [30.10, 18.22, 29.03], [28.74, 16.96, 29.26], [29.64, 17.40, 30.48], [26.24, 19.53, 27.21], [29.46, 21.34, 30.23], [29.13, 22.10, 30.33], [19.39, 22.64, 28.94], [20.75, 22.20, 29.10], [21.44, 21.63, 28.02], [22.81, 21.38, 28.34], [23.40, 21.59, 29.56], [22.61, 22.28, 30.51], [21.24, 22.48, 30.34], [21.06, 21.51, 27.02], [23.35, 20.75, 27.41], [24.45, 21.41, 29.93], [23.05, 22.45, 31.50], [20.63, 22.99, 31.03], [22.80, 20.76, 34.89], [23.40, 21.91, 34.50], [24.73, 21.85, 34.18], [25.41, 22.95, 33.78], [24.73, 24.29, 33.91], [23.38, 24.33, 34.30], [22.72, 23.13, 34.54], [25.17, 20.90, 34.08], [26.34, 23.03, 33.59], [25.20, 25.13, 33.73], [22.69, 25.15, 34.41], [21.62, 22.94, 34.90], [25.71, 17.01, 34.94], [25.26, 18.04, 35.89], [26.42, 18.64, 36.53], [27.69, 18.57, 35.48], [28.96, 18.18, 36.10], [27.72, 19.64, 34.60], [27.24, 17.16, 34.53], [25.18, 17.18, 33.94], [25.58, 15.99, 35.30], [24.47, 17.70, 36.60], [24.66, 18.86, 35.29], [26.55, 18.12, 37.32], [26.28, 19.58, 36.91], [27.98, 16.29, 34.56], [27.25, 17.49, 33.45], [26.68, 12.97, 30.07], [27.54, 14.17, 30.21], [27.37, 14.63, 31.55], [27.37, 13.14, 32.49], [26.12, 13.06, 33.26], [28.55, 13.02, 33.22], [27.21, 11.99, 31.10], [27.00, 12.82, 29.16], [25.66, 13.32, 30.23], [27.08, 14.96, 29.56], [28.58, 14.12, 30.00], [26.45, 15.23, 31.52], [28.17, 15.19, 31.70], [26.58, 11.33, 31.41], [28.25, 11.60, 31.17], [20.89, 18.15, 30.22], [20.30, 18.24, 31.65], [20.89, 17.23, 32.43], [22.58, 17.22, 31.92], [22.86, 15.83, 31.75], [23.46, 18.06, 32.66], [22.36, 17.91, 30.37], [20.49, 18.95, 29.58], [20.52, 17.13, 29.69], [19.39, 18.34, 31.82], [20.66, 19.19, 32.14], [20.49, 16.34, 32.29], [20.72, 17.57, 33.44], [22.79, 17.25, 29.70], [22.83, 18.95, 30.35], [33.49, 18.74, 34.42], [32.61, 19.90, 33.73], [31.48, 19.22, 33.33], [31.91, 17.64, 32.70], [32.33, 17.84, 31.38], [30.81, 16.67, 33.06], [33.28, 17.46, 33.74], [33.31, 18.50, 35.32], [34.75, 19.05, 34.41], [33.09, 20.45, 33.04], [32.31, 20.53, 34.43], [30.98, 19.92, 32.55], [30.93, 19.04, 34.16], [34.24, 17.13, 33.14], [33.14, 16.92, 34.61], [30.24, 17.79, 23.71], [31.37, 16.79, 23.74], [32.04, 17.03, 24.96], [30.90, 17.45, 26.19], [31.31, 18.80, 26.71], [30.53, 16.49, 27.09], [29.57, 17.86, 25.11], [29.41, 17.56, 23.06], [30.79, 18.59, 23.53], [31.95, 16.85, 22.77], [30.95, 15.76, 24.01], [32.78, 17.87, 24.87], [32.70, 16.17, 25.22], [29.11, 18.78, 25.35], [28.74, 17.14, 25.32]], "lumo_energy_ev": 0.099, "orbital_gap_ev": 7.5, "homo_energy_ev": -7.40, "energy_ev": -137784.6650}

(4)
{"formula": "C38H68Cl2CsF6LiN3O6P", "method": "ωB97M-V/def2-TZVPD", "elements": ["C", "C", "C", "C", "C", "C", "C", "C", "C", "C", "C", "C", "C", "C", "C", "C", "O", "C", "O", "C", "C", "N", "H", "H", "H", "H", "H", "H", "H", "H", "H", "H", "H", "H", "H", "H", "H", "H", "H", "H", "H", "H", "H", "H", "H", "H", "H", "H", "H", "H", "H", "H", "H", "H", "H", "F", "P", "F", "F", "F", "F", "F", "O", "H", "H", "C", "C", "C", "C", "C", "C", "H", "H", "H", "H", "H", "H", "C", "C", "C", "O", "C", "N", "H", "H", "H", "H", "H", "H", "H", "H", "H", "H", "H", "Cl", "C", "C", "Cl", "H", "H", "H", "H", "N", "C", "C", "C", "C", "C", "H", "H", "H", "H", "H", "O", "H", "H", "Cs", "Li", "C", "C", "O", "H", "H", "H", "H", "H"], "positions_angstrom": [[9.73, 3.39, 1.99], [9.84, 2.56, 0.98], [10.23, 1.79, -0.40], [10.15, 0.18, -0.17], [8.98, -0.41, -1.16], [8.28, -1.67, -0.41], [7.06, -2.16, -1.35], [5.59, -1.65, -0.81], [4.51, -2.29, -1.83], [3.05, -1.61, -1.78], [3.03, -0.02, -1.55], [2.40, 0.31, -0.08], [0.83, 0.79, -0.23], [-0.21, -0.43, -0.06], [-0.20, -1.11, 1.42], [-1.55, -0.81, 2.28], [9.31, -2.69, -0.25], [8.87, -3.78, 0.57], [9.17, -4.97, 0.18], [8.08, -3.63, 1.97], [9.08, -3.17, 3.19], [9.09, -3.82, 4.35], [9.85, 4.15, 2.85], [11.34, 2.03, -0.67], [9.57, 2.10, -1.29], [11.14, -0.33, -0.51], [9.88, -0.09, 0.92], [9.54, -0.73, -2.13], [8.22, 0.41, -1.44], [7.81, -1.30, 0.58], [7.07, -3.31, -1.51], [7.23, -1.70, -2.41], [5.65, -0.51, -0.82], [5.49, -2.10, 0.26], [4.93, -2.32, -2.91], [4.38, -3.40, -1.51], [2.57, -1.80, -2.83], [2.31, -2.13, -1.04], [4.02, 0.52, -1.76], [2.26, 0.42, -2.31], [2.95, 1.24, 0.34], [2.45, -0.60, 0.64], [0.64, 1.33, -1.24], [0.57, 1.57, 0.59], [-1.28, 0.04, -0.18], [-0.15, -1.22, -0.91], [0.71, -0.69, 1.98], [-0.16, -2.26, 1.29], [-1.30, -0.89, 3.42], [-2.39, -1.57, 2.04], [-1.94, 0.27, 2.12], [7.66, -4.66, 2.31], [7.21, -2.89, 1.87], [9.74, -2.24, 2.97], [8.40, -4.59, 4.30], [2.75, -2.23, 5.04], [1.58, -3.26, 4.72], [2.23, -3.81, 6.07], [1.77, -4.74, 4.13], [0.60, -2.00, 4.60], [0.17, -3.76, 5.29], [1.91, -3.05, 3.17], [4.34, 0.85, 2.10], [5.29, 1.01, 2.19], [3.96, 1.31, 2.86], [-6.95, -1.96, -0.78], [-5.63, -2.18, -1.16], [-4.61, -1.43, -0.58], [-4.91, -0.48, 0.38], [-6.23, -0.26, 0.76], [-7.25, -1.00, 0.18], [-7.75, -2.54, -1.24], [-5.40, -2.93, -1.91], [-3.58, -1.60, -0.88], [-4.11, 0.10, 0.84], [-6.46, 0.48, 1.52], [-8.28, -0.83, 0.47], [-3.45, -2.03, -6.41], [-2.36, -2.13, -5.34], [-2.07, -3.57, -4.89], [-3.04, -4.11, -3.99], [-4.20, -4.64, -4.62], [-2.72, -1.27, -4.21], [-4.45, -2.18, -6.00], [-3.44, -1.03, -6.87], [-3.28, -2.76, -7.21], [-1.44, -1.74, -5.79], [-1.13, -3.57, -4.34], [-1.93, -4.24, -5.75], [-3.96, -5.13, -5.57], [-4.95, -3.86, -4.76], [-4.62, -5.39, -3.95], [-1.95, -1.27, -3.54], [-3.48, -1.73, -3.71], [-0.43, 3.48, 3.04], [-0.80, 4.95, 2.12], [-1.88, 4.73, 1.08], [-1.35, 3.67, -0.24], [0.13, 5.30, 1.65], [-1.12, 5.71, 2.84], [-2.17, 5.68, 0.63], [-2.78, 4.28, 1.53], [-6.43, 4.48, -0.21], [-7.33, 5.31, 0.34], [-8.60, 4.92, 0.73], [-8.97, 3.59, 0.53], [-8.06, 2.72, -0.04], [-6.81, 3.20, -0.39], [-7.00, 6.33, 0.48], [-9.29, 5.63, 1.18], [-9.96, 3.25, 0.82], [-8.32, 1.68, -0.22], [-6.07, 2.56, -0.84], [11.77, 6.12, 0.77], [11.24, 5.34, 0.99], [12.59, 5.75, 0.41], [-5.97, 6.61, 2.27], [-11.06, 2.82, -0.64], [-14.47, 3.16, 3.06], [-14.00, 4.20, 2.03], [-13.00, 3.65, 1.33], [-13.66, 2.90, 3.76], [-15.30, 3.57, 3.66], [-14.83, 2.24, 2.59], [-13.80, 5.12, 2.61], [-14.92, 4.48, 1.48]], "lumo_energy_ev": -2.762, "orbital_gap_ev": 4.5, "homo_energy_ev": -7.23, "energy_ev": -108643.8884}